A structure of composition C28H22AsF6N3O6S3Ta at a distorted geometry, computed with ωB97M-V with the def2-TZVPD basis set.

## Properties
Net charge = +2
HOMO energy (alpha / beta) = -13.104 / -13.966 eV
2S+1 = 2
Gap between HOMO and LUMO (alpha / beta) = 5.64 / 6.57 eV
LUMO energy (alpha / beta) = -7.467 / -7.391 eV

Geometry (Å):
1 Ta 1.898 0.072 0.210
2 N 1.984 2.380 0.656
3 C 1.134 2.965 1.772
4 C 0.642 4.251 1.437
5 C -0.373 4.753 2.201
6 C -0.532 4.209 3.483
7 C 0.161 3.086 3.913
8 C 0.963 2.341 3.010
9 C 1.638 1.028 3.307
10 C 1.343 0.299 4.430
11 C 1.561 -1.064 4.511
12 C 2.608 -1.727 3.693
13 C 2.777 -0.942 2.487
14 C 2.293 0.297 2.212
15 H 1.601 2.783 -0.244
16 H 2.949 2.617 0.881
17 H 1.096 4.786 0.609
18 H -0.905 5.653 1.881
19 H -1.194 4.694 4.208
20 H 0.001 2.864 4.944
21 H 0.778 0.691 5.264
22 H 1.194 -1.612 5.371
23 H 3.543 -1.774 4.300
24 H 3.212 -2.520 1.578
25 O -0.682 -2.343 -0.704
26 S 0.558 -2.396 0.007
27 O 1.622 -1.712 -0.856
28 O 0.544 -1.407 1.234
29 C 1.214 -4.025 0.458
30 C 1.830 -4.687 -0.587
31 C 2.232 -5.995 -0.319
32 C 2.061 -6.578 0.906
33 C 1.682 -5.791 2.025
34 C 1.120 -4.547 1.792
35 S 0.786 -3.562 3.252
36 O 2.440 -3.099 3.320
37 O 0.422 -4.556 4.255
38 O 3.229 -1.571 1.310
39 H 1.866 -4.193 -1.552
40 H 2.674 -6.460 -1.194
41 H 2.494 -7.561 1.103
42 H 1.801 -6.164 3.034
43 S -4.337 1.156 -1.512
44 C -2.670 1.014 -1.068
45 C -2.382 0.866 0.321
46 C -1.071 0.734 0.705
47 N -0.085 0.694 -0.208
48 C -0.377 0.714 -1.532
49 C -1.630 0.967 -2.018
50 C -4.471 2.130 -2.994
51 C -5.021 3.399 -2.947
52 C -4.936 4.216 -4.128
53 N -4.298 3.799 -5.211
54 C -3.870 2.566 -5.274
55 C -4.008 1.673 -4.235
56 H -3.141 0.915 1.073
57 H -0.799 0.708 1.738
58 H 0.494 0.605 -2.176
59 H -1.818 1.001 -3.088
60 H -5.521 3.814 -2.076
61 H -5.263 5.248 -4.135
62 H -3.320 2.238 -6.183
63 H -3.589 0.644 -4.308
64 F 3.078 0.325 -1.194
65 As 0.139 -0.477 -5.505
66 F -1.041 -0.695 -4.308
67 F 1.249 -1.531 -4.620
68 F -0.279 -1.539 -6.671
69 F 1.554 0.545 -5.894
70 F -0.852 0.785 -6.148


The molecule C23H29N3O3, computed with ωB97M-V with the def2-TZVPD basis set.

## Properties
HOMO energy = -9.378 eV
Gap between HOMO and LUMO = 9.98 eV
LUMO energy = 0.598 eV

Geometry (Å):
1 C -3.446 1.944 2.753
2 C -3.689 1.618 1.289
3 C -3.227 0.214 0.883
4 N -3.152 0.281 -0.579
5 C -2.415 -0.552 -1.363
6 O -2.191 -0.306 -2.539
7 C -1.913 -1.815 -0.690
8 C -1.108 -2.707 -1.629
9 C 0.276 -2.162 -1.997
10 C 1.219 -2.762 -0.946
11 N 0.534 -3.993 -0.589
12 C -0.795 -3.999 -0.875
13 O -1.592 -4.854 -0.549
14 C -3.510 1.622 -1.049
15 C -3.117 2.485 0.146
16 N -1.657 2.603 0.072
17 C -0.745 2.743 1.079
18 O -0.954 3.302 2.137
19 C 0.559 2.072 0.760
20 C 1.993 2.424 1.210
21 C 2.116 1.088 0.413
22 C 3.325 0.277 0.117
23 C 3.671 -0.018 -1.197
24 C 4.776 -0.812 -1.476
25 C 5.545 -1.320 -0.440
26 C 5.206 -1.029 0.876
27 C 4.103 -0.236 1.152
28 C 1.145 1.700 -0.627
29 C 0.860 0.613 1.196
30 H -2.426 1.731 3.061
31 H -3.634 2.996 2.962
32 H -4.124 1.346 3.366
33 H -4.771 1.669 1.119
34 H -2.242 0.015 1.317
35 H -3.909 -0.567 1.223
36 H -1.303 -1.535 0.176
37 H -2.761 -2.376 -0.287
38 H -1.711 -2.934 -2.506
39 H 0.554 -2.531 -2.984
40 H 0.308 -1.075 -2.033
41 H 2.215 -2.958 -1.343
42 H 1.340 -2.105 -0.078
43 H 0.916 -4.685 0.034
44 H -2.967 1.850 -1.964
45 H -4.579 1.701 -1.258
46 H -3.583 3.471 0.126
47 H -1.272 2.131 -0.732
48 H 2.444 3.302 0.748
49 H 2.186 2.375 2.281
50 H 3.068 0.375 -2.008
51 H 5.036 -1.032 -2.503
52 H 6.406 -1.939 -0.654
53 H 5.804 -1.422 1.689
54 H 3.840 -0.012 2.179
55 H 0.574 0.984 -1.225
56 H 1.526 2.525 -1.229
57 H 0.979 0.447 2.267
58 H 0.266 -0.169 0.719


The molecule C2H4N2O2 at a distorted geometry, computed with ωB97M-V with the def2-TZVPD basis set.

## Properties
HOMO energy = -9.157 eV
SMILES string = O/N=C\C=N\O
Gap between HOMO and LUMO = 9.20 eV
LUMO energy = 0.045 eV

Geometry (Å):
1 O -0.624 1.460 -0.979
2 N 0.771 1.661 -0.738
3 C 1.091 0.679 0.176
4 C 0.527 -0.580 0.789
5 N -0.432 -0.958 0.095
6 O -1.089 -2.141 0.573
7 H -0.752 2.266 -1.639
8 H 1.924 1.211 0.524
9 H 1.098 -0.981 1.525
10 H -0.646 -2.565 1.555


A cluster of 8 separate species, C43H86N3O32S in total at a distorted geometry, computed with ωB97M-V with the def2-TZVPD basis set.

## Properties
Net charge = +1
HOMO energy = -11.487 eV
Gap between HOMO and LUMO = 8.05 eV
LUMO energy = -3.441 eV

Geometry (Å):
1 C -2.884 1.919 -3.103
2 C -2.076 2.480 -4.387
3 O -2.053 3.948 -4.302
4 C -0.802 4.261 -3.619
5 C -0.803 5.751 -2.947
6 O -1.662 5.861 -1.776
7 C -1.130 5.136 -0.633
8 C 0.220 5.850 -0.051
9 O 1.370 5.163 -0.668
10 C 2.433 4.937 0.296
11 N 2.226 3.610 0.977
12 C 3.156 3.358 2.143
13 C 2.585 2.186 3.104
14 C 3.721 1.286 3.810
15 C 4.927 2.115 4.494
16 N 4.552 3.475 5.010
17 C 1.522 2.839 4.173
18 C 0.726 1.713 5.026
19 C -0.073 2.378 6.268
20 C 0.178 1.511 7.607
21 S -1.188 0.271 7.917
22 O -2.293 0.303 6.875
23 O -0.590 -1.136 7.947
24 O -1.769 0.619 9.487
25 O 1.759 1.247 2.302
26 C 2.315 1.059 0.974
27 C 1.415 -0.128 0.283
28 C 1.649 -0.268 -1.308
29 C 0.741 -1.529 -1.799
30 C 1.003 -1.964 -3.330
31 O -0.163 -2.732 -3.823
32 C -0.989 -1.915 -4.656
33 O -1.280 -0.682 -4.386
34 C 2.340 2.413 0.066
35 O 3.631 2.457 -0.624
36 N 3.489 2.274 -1.965
37 O 4.448 1.616 -2.309
38 H -3.556 1.022 -3.391
39 H -3.561 2.780 -2.706
40 H -2.125 1.590 -2.284
41 H -2.609 2.143 -5.368
42 H -1.021 2.025 -4.430
43 H 0.024 4.297 -4.444
44 H -0.459 3.453 -2.868
45 H -1.269 6.442 -3.760
46 H 0.274 6.127 -2.791
47 H -0.988 4.012 -0.841
48 H -1.917 5.225 0.220
49 H 0.283 6.959 -0.406
50 H 0.248 5.854 1.099
51 H 2.415 5.835 1.042
52 H 3.475 5.010 -0.222
53 H 1.255 3.601 1.384
54 H 4.221 3.049 1.833
55 H 3.250 4.365 2.723
56 H 4.209 0.640 2.967
57 H 3.318 0.522 4.578
58 H 5.262 1.492 5.425
59 H 5.882 2.198 3.834
60 H 5.406 4.065 5.030
61 H 4.283 3.384 6.011
62 H 1.981 3.682 4.802
63 H 0.713 3.350 3.497
64 H 1.392 0.880 5.453
65 H 0.010 1.190 4.267
66 H -1.191 2.428 5.948
67 H 0.268 3.482 6.425
68 H 1.176 0.914 7.606
69 H 0.293 2.280 8.478
70 H -2.757 0.743 9.396
71 H 3.400 0.653 0.961
72 H 1.777 -1.112 0.782
73 H 0.285 0.069 0.451
74 H 2.772 -0.388 -1.566
75 H 1.208 0.665 -1.852
76 H 0.971 -2.431 -1.104
77 H -0.384 -1.309 -1.676
78 H 1.238 -1.038 -3.968
79 H 1.883 -2.727 -3.340
80 H -1.464 -2.374 -5.617
81 H 1.491 2.471 -0.707
82 C 2.456 -4.814 5.231
83 O 2.622 -4.210 3.948
84 C 2.667 -5.088 2.926
85 O 2.579 -6.292 3.017
86 O 2.824 -4.390 1.782
87 C 2.888 -5.196 0.607
88 H 2.434 -4.016 5.975
89 H 1.510 -5.359 5.281
90 H 3.296 -5.475 5.458
91 H 1.959 -5.757 0.473
92 H 3.746 -5.872 0.648
93 H 3.015 -4.532 -0.250
94 C 6.913 -6.100 2.734
95 O 6.883 -5.950 1.316
96 C 8.027 -6.303 0.696
97 O 9.029 -6.718 1.235
98 O 7.861 -6.114 -0.627
99 C 9.002 -6.450 -1.415
100 H 5.943 -5.787 3.125
101 H 7.075 -7.146 3.008
102 H 7.684 -5.461 3.173
103 H 9.247 -7.510 -1.306
104 H 9.857 -5.825 -1.142
105 H 8.755 -6.259 -2.461
106 C -4.521 1.067 2.594
107 O -4.527 0.762 1.201
108 C -5.454 -0.150 0.839
109 O -6.239 -0.697 1.579
110 O -5.352 -0.344 -0.491
111 C -6.280 -1.292 -1.018
112 H -3.740 1.809 2.771
113 H -5.479 1.496 2.899
114 H -4.291 0.176 3.183
115 H -7.307 -0.957 -0.856
116 H -6.119 -2.277 -0.572
117 H -6.107 -1.368 -2.093
118 C -4.580 -1.310 -6.012
119 O -5.874 -1.453 -5.429
120 C -6.832 -1.842 -6.295
121 O -6.675 -2.067 -7.474
122 O -7.993 -1.937 -5.618
123 C -9.105 -2.343 -6.416
124 H -3.891 -0.994 -5.226
125 H -4.231 -2.265 -6.414
126 H -4.590 -0.542 -6.790
127 H -8.936 -3.338 -6.834
128 H -9.295 -1.617 -7.211
129 H -9.983 -2.385 -5.770
130 C -6.016 7.690 4.365
131 O -6.042 7.837 2.946
132 C -4.893 7.494 2.333
133 O -3.888 7.090 2.878
134 O -5.055 7.679 1.009
135 C -3.906 7.354 0.230
136 H -6.991 7.994 4.750
137 H -5.845 6.647 4.642
138 H -5.254 8.337 4.806
139 H -3.650 6.297 0.340
140 H -3.060 7.989 0.506
141 H -4.148 7.540 -0.818
142 C 9.241 -9.732 1.600
143 O 9.265 -10.569 0.445
144 C 8.256 -11.460 0.386
145 O 7.374 -11.590 1.206
146 O 8.399 -12.179 -0.745
147 C 7.390 -13.169 -0.940
148 H 10.097 -9.057 1.543
149 H 8.329 -9.131 1.622
150 H 9.334 -10.329 2.511
151 H 6.404 -12.705 -1.019
152 H 7.409 -13.903 -0.130
153 H 7.605 -13.685 -1.877
154 C -7.047 1.313 -5.947
155 O -8.125 2.183 -6.287
156 C -7.766 3.238 -7.044
157 O -6.647 3.485 -7.435
158 O -8.870 3.970 -7.290
159 C -8.638 5.130 -8.088
160 H -7.449 0.502 -5.338
161 H -6.602 0.882 -6.847
162 H -6.294 1.844 -5.358
163 H -8.256 4.850 -9.073
164 H -7.949 5.813 -7.585
165 H -9.594 5.641 -8.221


The molecule C3H6O2, computed with ωB97M-V with the def2-TZVPD basis set.

## Properties
HOMO energy = -10.142 eV
SMILES string = O=CCCO
Gap between HOMO and LUMO = 11.01 eV
LUMO energy = 0.865 eV

Geometry (Å):
1 O 1.134 1.631 0.186
2 C 1.266 0.559 -0.364
3 C 0.418 -0.663 -0.101
4 C -1.034 -0.351 0.330
5 O -1.500 0.881 -0.156
6 H 2.064 0.426 -1.122
7 H 0.457 -1.289 -1.002
8 H 0.941 -1.227 0.687
9 H -1.695 -1.113 -0.096
10 H -1.131 -0.417 1.424
11 H -0.919 1.562 0.214


Energy relative to the best compared isomer or geometry (same formula, charge and spin)? In order: 447.0 288.8 725.0 816.2 113.4 kJ/mol.